# 1
Here is a structure of composition C19H42InN6OSi from OMol25. Energies are from ωB97M-V/def2-TZVPD.

Charge = +1
Orbital gap = 9.350 eV
Highest occupied orbital energy = -11.15 eV
Energy relative to the best compared isomer or geometry (same formula, charge and spin) = 0.725 eV

XYZ file:
```
70
C19H42InN6OSi ωB97M-V/def2-TZVPD
In -0.80170 -0.31988 -0.43856
C 0.68920 -0.86803 -3.33760
N 1.97427 -0.68927 -2.73293
C 3.04284 -0.01311 -3.44108
C 4.19250 -0.13620 -2.45126
N 3.50911 -0.36230 -1.18336
C 4.36548 -0.61006 -0.04124
C 2.22090 -0.76515 -1.39750
N 1.29836 -1.16097 -0.55218
C 1.64580 -1.49502 0.83106
C 0.41473 -2.11127 1.48521
N -0.62957 -1.10741 1.66023
C -0.74007 -0.37790 2.74184
N -1.83269 0.40884 2.94578
C -2.80137 0.72857 1.92581
C -1.59959 1.33115 4.03974
C -0.53440 0.59182 4.83254
N 0.10064 -0.23054 3.80993
C 1.17009 -1.10026 4.24479
H 0.82893 -1.15035 -4.38156
H 0.07800 0.04379 -3.31622
H 0.16468 -1.67797 -2.84280
H 2.78617 1.03106 -3.65451
H 3.25202 -0.52171 -4.38375
H 4.79085 0.77317 -2.39160
H 4.85558 -0.97533 -2.68712
H 5.23370 0.04022 -0.14270
H 4.71616 -1.64537 -0.00730
H 3.87841 -0.35284 0.89110
H 1.90758 -0.58804 1.38750
H 2.48188 -2.19610 0.88598
H 0.65814 -2.65746 2.39370
H 0.01485 -2.86152 0.79155
H -3.23119 -0.18816 1.51926
H -2.36561 1.34228 1.13497
H -3.60743 1.29185 2.39627
H -2.51430 1.48232 4.61215
H -1.24347 2.29972 3.67086
H -0.97327 -0.03741 5.61694
H 0.20054 1.25786 5.28664
H 1.65946 -0.60951 5.08452
H 1.91752 -1.24158 3.47204
H 0.80800 -2.07357 4.58766
C -2.41036 -2.49649 -2.95868
Si -2.82713 -1.55147 -1.39739
C -4.14305 -0.26891 -1.76090
C -3.37244 -2.73846 -0.04717
H -3.29299 -3.01171 -3.33526
H -1.64758 -3.25146 -2.76893
H -2.06056 -1.83873 -3.75157
H -5.12195 -0.72736 -1.89530
H -3.89984 0.27232 -2.67565
H -4.22828 0.46455 -0.95928
H -4.45604 -2.72608 0.05773
H -2.93436 -2.50537 0.92144
H -3.07667 -3.75567 -0.30434
C 0.19266 3.82555 0.31140
C 0.02067 2.65116 -0.64581
C 1.31703 2.40160 -1.41273
C -1.12351 2.92481 -1.62097
O -0.28861 1.52479 0.14547
H 0.39093 4.75088 -0.22612
H 1.01922 3.63928 0.99462
H -0.71319 3.95768 0.90079
H 1.63273 3.28620 -1.96437
H 1.18076 1.59358 -2.13716
H 2.11465 2.11815 -0.72593
H -0.94993 3.82405 -2.21166
H -2.06087 3.04778 -1.07686
H -1.24301 2.09092 -2.32014
```

natural (NBO) atomic charge list, values in e, 4 entries: number 1, In, carries 1.42; number 2, C, carries -0.41; number 3, N, carries -0.40; number 4, C, carries -0.21

***

# 2
Here is a structure of composition C19H42LaNO2P3 from OMol25. Energies are from ωB97M-V/def2-TZVPD.

Charge = +3
Orbital gap = 5.172 eV
Highest occupied orbital energy = -15.37 eV
Energy relative to the best compared isomer or geometry (same formula, charge and spin) = 0.855 eV

XYZ file:
```
68
C19H42LaNO2P3 ωB97M-V/def2-TZVPD
La -0.84147 -0.11752 0.22926
P 1.53939 0.99020 2.03598
P -1.29187 3.11530 -1.07819
P 1.93637 -0.42005 -1.17485
H -0.29318 -4.51670 1.30011
C 0.78182 -4.71002 1.42185
C 1.46211 -4.02982 2.35562
H 0.95222 -3.35724 3.06419
C 0.93321 1.38069 3.72360
C 2.52083 2.53086 1.76739
C 2.92867 -0.11480 2.53302
C -2.61641 3.00784 -2.26066
C -1.69769 3.97852 0.44312
C 0.30583 3.57331 -1.73521
C 2.80861 -1.98061 -0.75357
C 3.41004 0.67354 -1.29144
C 1.65110 -0.70871 -2.96509
H 1.22866 -5.44357 0.74169
H 2.52849 -4.21608 2.55983
H 0.49538 0.49773 4.20580
H 0.17415 2.17059 3.68966
H 1.77185 1.73530 4.34201
H 1.86933 3.32833 1.38695
H 3.33245 2.37806 1.04533
H 2.96660 2.88591 2.70987
H 2.56114 -1.13834 2.67548
H 3.37359 0.22598 3.48053
H 3.72477 -0.13774 1.77805
H -3.02190 3.99305 -2.56332
H -3.41942 2.39651 -1.79435
H -2.26076 2.44137 -3.14176
H -2.30208 4.83176 0.17112
H -0.80091 4.26085 1.00351
H -2.26895 3.30416 1.10611
H 0.16312 4.29391 -2.54471
H 0.82937 2.68267 -2.13672
H 0.97283 4.00417 -0.97535
H 3.23036 -2.41810 -1.66895
H 2.12034 -2.70082 -0.29502
H 3.62338 -1.78384 -0.04542
H 3.96470 0.45381 -2.21592
H 4.08588 0.51789 -0.44031
H 3.11078 1.72855 -1.31205
H 2.60097 -1.00722 -3.43316
H 1.29084 0.21179 -3.44383
H 0.90519 -1.50100 -3.11347
C -2.15802 -1.54598 -2.47567
C -2.90207 -0.67301 -3.28300
C -3.22710 -1.10538 -4.55736
C -2.75924 -2.33473 -5.03876
C -1.97558 -3.16652 -4.23049
C -1.64060 -2.75992 -2.95399
O -1.88742 -1.27714 -1.18834
H -0.89903 1.95926 -0.16037
H -3.17648 0.31009 -2.89124
H -3.87096 -0.46828 -5.15577
H -3.05913 -2.63182 -6.04839
H -1.63198 -4.13063 -4.57417
H -0.99004 -3.32301 -2.29905
C -1.84919 -1.62110 4.22721
C -2.29034 -0.47555 3.39377
N -3.11705 0.41519 3.94483
O -1.88669 -0.28024 2.18618
H -2.69289 -2.01632 4.81592
H -1.09313 -1.27053 4.95249
H -1.43141 -2.42240 3.60533
H -3.35987 1.27385 3.45341
H -3.44149 0.25370 4.89071
```

Löwdin atomic charge list, values in e, 4 entries: number 1, La, carries 1.76; number 2, P, carries 0.69; number 3, P, carries 0.91; number 4, P, carries 0.68

***

# 3
Here is a cluster of 3 separate species, C19H42NO9 in total from OMol25. Energies are from ωB97M-V/def2-TZVPD.

Charge = -1
Orbital gap = 4.334 eV
Highest occupied orbital energy = -1.88 eV
Energy relative to the best compared isomer or geometry (same formula, charge and spin) = 1.788 eV

XYZ file:
```
71
C19H42NO9 ωB97M-V/def2-TZVPD
C 2.04021 1.33294 -2.59726
C 1.31783 0.12911 -3.38193
C 0.03373 -0.43065 -2.55906
O 0.29036 -1.71805 -1.95683
C 1.09356 -1.57654 -0.75338
N 2.44017 -2.17240 -0.94436
C 3.06006 -2.29589 0.39044
O 4.22974 -3.15366 0.40545
C 5.34378 -2.54448 -0.18759
C 6.18162 -3.47820 -1.19665
O 5.74313 -1.38221 0.03717
H 3.13633 1.06138 -2.44651
H 1.93446 2.32762 -3.15262
H 1.56812 1.47926 -1.56027
H 2.04051 -0.73810 -3.53910
H 0.92995 0.55667 -4.37773
H -0.36557 0.33189 -1.80853
H -0.77015 -0.62045 -3.35762
H 1.15725 -0.47230 -0.40509
H 0.53401 -2.14707 0.10167
H 3.23415 -1.24739 0.80688
H 2.27138 -2.81989 1.06259
H 5.83801 -3.19333 -2.24244
H 5.92620 -4.57639 -1.01055
H 7.29738 -3.34737 -1.04069
C -3.89464 -3.84239 4.68775
O -3.02443 -4.57812 3.85419
C -2.97340 -4.11200 2.50920
C -1.54440 -4.08059 1.98103
O -0.68836 -3.09981 2.57301
C -0.36155 -3.26867 3.94987
C 0.52110 -4.47132 4.27419
O -0.17071 -5.69833 4.07082
C 0.58484 -6.66021 3.35509
H -4.91596 -4.22309 4.58739
H -3.56856 -3.98057 5.72014
H -3.86802 -2.77092 4.46419
H -3.41025 -3.10877 2.42016
H -3.57009 -4.80093 1.90120
H -1.59232 -3.81766 0.91842
H -1.08095 -5.06642 2.01727
H -1.26076 -3.25124 4.56621
H 0.19979 -2.36979 4.22504
H 0.79834 -4.42973 5.33457
H 1.43700 -4.42091 3.67740
H 1.14706 -6.20500 2.53267
H -0.11243 -7.38390 2.92603
H 1.26489 -7.17962 4.03379
C -1.73844 6.39060 -4.80342
O -2.25900 6.32143 -3.49157
C -2.94929 5.11116 -3.20249
C -2.58912 4.57833 -1.82103
O -1.25453 4.09375 -1.67362
C -0.19278 5.04248 -1.76677
C -0.11519 6.05763 -0.62929
O -1.21149 6.96564 -0.66206
C -1.81925 7.16385 0.60179
H -2.51166 6.74518 -5.49186
H -0.91525 7.10696 -4.80132
H -1.34718 5.42545 -5.14061
H -2.72970 4.33999 -3.95212
H -4.02248 5.32907 -3.23930
H -3.23230 3.71274 -1.62658
H -2.82465 5.30051 -1.03893
H -0.19416 5.52931 -2.74175
H 0.72711 4.44974 -1.73674
H 0.79838 6.65170 -0.74891
H -0.05822 5.52856 0.32713
H -1.90018 6.22756 1.16486
H -2.82987 7.54348 0.43307
H -1.25315 7.90039 1.17588
```

Löwdin atomic charge list, values in e, 4 entries: number 1, C, carries -0.14; number 2, C, carries -0.21; number 3, C, carries -0.25; number 4, O, carries -0.20

***

Among the records above, which one has the highest energy relative to the best compared isomer or geometry (same formula, charge and spin)?
C19H42NO9

***

The highest highest occupied orbital energy belongs to which entry?
C19H42NO9

***

Which value of charge does entry 3 give?
-1

***

What is the formula in the second record?
C19H42LaNO2P3